[1]
62
Properties=species:S:1:pos:R:3 method="wB97M-V/def2-TZVPD" total_charge=-2 spin_multiplicity=1 gap_ev=4.21 homo_ev=-0.67
Ti 0.2105 -0.7296 -0.0621
Se 0.1817 0.0040 2.4491
Se -0.2406 1.5241 0.7277
Te -0.2626 0.6881 -2.3744
Se 1.1639 -0.4862 -4.1200
Cl 5.8055 -1.4014 -5.7439
C 5.9258 -1.6808 -4.0324
C 4.8407 -2.1745 -3.3303
C 4.9785 -2.3915 -1.9697
C 6.1526 -2.1046 -1.2773
C 6.2326 -2.2271 0.2327
C 5.7417 -0.9234 0.9113
N 4.5185 -0.3519 0.3841
C 4.4070 0.3220 -0.8231
C 3.0833 0.4145 -1.0942
N 2.3737 -0.1747 -0.0671
C 3.2555 -0.6037 0.7993
O 5.6850 -3.4463 0.7135
C 4.3327 -3.4509 1.1690
C 3.9159 -4.8386 1.5366
C 2.9510 -5.5348 0.8646
Cl 1.0823 -3.0940 1.2156
S 2.6280 -7.0383 1.6375
C 3.7944 -6.7385 2.8565
C 4.3984 -5.5338 2.6824
C 7.2041 -1.5893 -2.0254
Cl 8.7166 -1.1324 -1.2577
C 7.1157 -1.3829 -3.3923
H 3.8780 -2.3366 -3.8004
H 4.0882 -2.7254 -1.4540
H 7.2868 -2.2963 0.5065
H 6.5359 -0.1878 0.7664
H 5.6317 -1.0791 1.9847
H 5.2732 0.6294 -1.3831
H 2.5867 0.8195 -1.9603
H 3.0080 -1.0706 1.7357
H 3.6533 -3.0505 0.4189
H 4.2426 -2.8229 2.0619
H 3.9672 -7.4580 3.6407
H 5.1612 -5.1404 3.3412
H 7.9559 -0.9844 -3.9422
F -6.1599 -4.3308 0.7114
C -4.9958 -3.6639 0.5700
C -4.0356 -3.7122 1.5610
F -4.2716 -4.4322 2.6725
C -2.8431 -3.0290 1.4171
F -1.9449 -3.1126 2.4029
C -2.5505 -2.2712 0.2717
O -1.4280 -1.6456 0.1209
C -3.5528 -2.2388 -0.7131
F -3.3525 -1.5333 -1.8246
C -4.7456 -2.9203 -0.5685
F -5.6774 -2.8663 -1.5360
Te 1.0069 -2.6966 -2.0073
C 1.0200 -4.1497 -0.2538
C 2.2284 -5.1229 -0.3934
C 1.6520 -6.3191 -1.1099
C 0.3381 -6.4727 -0.9735
S -0.4711 -5.2069 -0.0917
H 2.9595 -4.6197 -1.0317
H 2.2871 -7.0155 -1.6413
H -0.2386 -7.2910 -1.3820



[2]
71
Properties=species:S:1:pos:R:3 method="wB97M-V/def2-TZVPD" total_charge=+1 spin_multiplicity=1 e_above_lowest_kcal_mol=1.38 gap_ev=6.50 homo_ev=-11.36
W 0.0475 0.1296 -0.2335
C 3.0388 1.5639 0.8066
N 1.9981 0.6128 1.2341
C 2.6461 -0.6762 1.5849
C 1.6604 -1.8242 1.3526
N 0.3120 -1.2682 1.1614
C -0.6471 -1.6388 2.1300
C -0.3497 -1.9052 3.4714
F 0.8816 -1.6961 3.9693
C -1.3012 -2.3497 4.3698
F -0.9539 -2.5794 5.6301
C -2.6119 -2.5297 3.9705
F -3.5238 -2.9407 4.8339
C -2.9592 -2.2349 2.6657
F -4.2165 -2.3543 2.2624
C -1.9935 -1.7890 1.7891
F -2.3814 -1.4624 0.5577
C 1.3174 1.1506 2.4378
C 0.1691 2.0317 2.0424
N -0.7768 1.2931 1.1752
C -2.1030 1.7505 1.4159
C -2.7459 2.7144 0.6505
F -2.1223 3.2638 -0.4010
C -4.0354 3.1351 0.9204
F -4.6202 4.0200 0.1229
C -4.7067 2.6383 2.0222
F -5.9394 3.0325 2.2873
C -4.0609 1.7478 2.8631
F -4.6587 1.3103 3.9636
C -2.7752 1.3417 2.5668
F -2.1338 0.5840 3.4635
H 2.6205 2.5590 0.6842
H 3.4670 1.2343 -0.1359
H 3.8264 1.6090 1.5627
H 2.9752 -0.6346 2.6249
H 3.5218 -0.8042 0.9553
H 1.6701 -2.5400 2.1637
H 1.9348 -2.3831 0.4628
H 2.0347 1.6920 3.0601
H 0.9370 0.3233 3.0270
H 0.5087 2.9283 1.5101
H -0.3443 2.3713 2.9411
S 2.1487 -1.0107 -1.4938
C 3.0063 -0.0800 -2.6492
N 3.6250 -0.7215 -3.6431
C 4.4171 0.1826 -4.4801
C 3.9453 1.5608 -3.9803
N 3.2383 1.2168 -2.7419
H 3.5778 -1.7203 -3.7463
H 4.1943 0.0277 -5.5326
H 5.4834 0.0292 -4.3170
H 3.2656 2.0458 -4.6810
H 4.7738 2.2327 -3.7733
H 2.7983 1.8993 -2.1457
O 1.7122 3.7837 -2.1543
S 0.6019 3.1421 -1.4698
N 0.9187 1.7606 -1.0055
O -4.1428 0.2743 -0.9453
S -2.9999 0.8305 -1.6326
N -1.6516 0.5603 -1.0500
Cl -0.0283 0.5093 -3.6708
C -0.6521 -1.0352 -3.1704
C -0.5423 -1.4650 -1.8349
C -0.8710 -2.8111 -1.6344
Cl -0.5014 -3.6862 -0.1854
C -1.4526 -3.6017 -2.6421
Cl -1.9233 -5.2213 -2.3277
C -1.6499 -3.0911 -3.9138
Cl -2.3729 -4.0389 -5.1403
C -1.1995 -1.8024 -4.1893
Cl -1.3258 -1.1968 -5.7916



[3]
62
Properties=species:S:1:pos:R:3 method="wB97M-V/def2-TZVPD" total_charge=-2 spin_multiplicity=4 e_above_lowest_kcal_mol=30.36 gap_ev="5.69 / 5.80" homo_ev="-1.88 / -1.99"
V 0.5939 1.5378 0.4795
N -1.2998 2.7762 4.1448
C -0.6280 1.9897 3.2279
S 1.0036 2.4126 2.8266
N -1.2635 0.9380 2.7851
N -0.4782 0.3028 1.8543
C -0.1841 -0.9318 2.0355
C -0.7190 -1.7511 3.1514
C -2.0558 -2.1351 3.1599
C -2.5527 -2.9046 4.1997
C -1.7209 -3.2898 5.2426
C -0.3886 -2.9022 5.2417
C 0.1117 -2.1378 4.1976
C 0.8845 -1.4388 1.1589
C 1.3022 -2.7624 1.1906
C 2.4139 -3.1353 0.4484
C 3.0616 -2.1729 -0.3071
C 2.5628 -0.8768 -0.3075
N 1.5044 -0.4995 0.4085
H -0.9701 3.7278 4.1476
H -2.3034 2.6875 4.0737
H -2.6976 -1.8212 2.3471
H -3.5940 -3.2021 4.1977
H -2.1121 -3.8884 6.0564
H 0.2630 -3.1907 6.0572
H 1.1480 -1.8220 4.1954
H 0.7597 -3.4742 1.7958
H 2.7664 -4.1590 0.4668
H 3.9440 -2.3914 -0.8923
H 3.0447 -0.1147 -0.9024
Cl -5.1229 3.9742 -3.5215
C -3.8690 3.6889 -2.3636
C -3.0463 2.5689 -2.4699
Cl -3.2814 1.4494 -3.7648
C -2.0461 2.3472 -1.5447
Cl -1.0382 0.9471 -1.6390
C -1.7802 3.2282 -0.4616
O -0.8562 3.0303 0.3780
C -2.6537 4.3515 -0.3783
Cl -2.3966 5.4295 0.9429
C -3.6600 4.5698 -1.3008
Cl -4.6837 5.9573 -1.1427
S 4.6849 1.8984 -0.0112
C 3.6497 1.9701 -1.3321
S 2.0373 2.6481 -1.2321
C 4.0165 1.4432 -2.6011
C 5.2906 0.8654 -2.8442
N 6.3075 0.3816 -3.1089
C 3.1187 1.3578 -3.6956
N 2.4340 1.2165 -4.6196
S -1.8880 -3.4289 -1.9959
C -0.8020 -2.4030 -2.7574
N -1.0852 -1.5539 -3.7603
C 0.1023 -0.8806 -4.2860
C 1.1126 -1.1404 -3.1642
N 0.5088 -2.2794 -2.4717
H -1.9798 -1.5870 -4.2118
H -0.0571 0.1849 -4.4315
H 0.4219 -1.3316 -5.2291
H 1.2010 -0.2657 -2.5173
H 2.1050 -1.3675 -3.5452
H 0.8595 -2.6408 -1.6004



[4]
56
Properties=species:S:1:pos:R:3 method="wB97M-V/def2-TZVPD" spin_multiplicity=6 e_above_lowest_kcal_mol=17.30 gap_ev="7.01 / 4.97" homo_ev="-7.62 / -8.58"
Ir 0.2677 -0.2419 0.7736
S -1.7351 -1.6812 0.1415
C -1.0005 -3.0871 -0.5027
C -1.8492 -4.0560 -1.0720
C -1.3476 -5.2076 -1.6346
C -2.2478 -6.1829 -2.1650
N -2.9921 -6.9575 -2.5724
C 0.0570 -5.4100 -1.6611
C 0.8977 -4.4807 -1.0913
C 0.4004 -3.3200 -0.4744
S 1.5281 -2.2819 0.3065
C 0.6048 -6.5773 -2.2783
N 1.0492 -7.5171 -2.7677
H -2.9162 -3.8771 -1.0636
H 1.9669 -4.6445 -1.1070
N 2.0960 7.4970 -0.4194
C 2.2930 6.1619 -0.1582
C 3.0409 5.3697 -1.0404
C 3.1879 4.0183 -0.8118
C 2.6023 3.4482 0.3116
C 1.8534 4.2120 1.1948
C 1.7081 5.5643 0.9669
S 2.5727 1.6953 0.4073
O 3.7294 1.1247 -0.2092
O 2.2412 1.2645 1.7567
N 1.1813 1.3393 -0.4024
C 1.1221 0.9088 -1.6922
N 1.9064 1.3701 -2.6633
C 1.7253 0.8406 -3.8668
C 0.7766 -0.1361 -4.1328
C 0.0011 -0.5455 -3.0591
N 0.1656 -0.0270 -1.8546
H 2.7021 7.9416 -1.0846
H 1.7692 8.0814 0.3282
H 3.4866 5.8257 -1.9161
H 3.7463 3.3862 -1.4893
H 1.4079 3.7394 2.0611
H 1.1262 6.1746 1.6470
H 2.3755 1.2197 -4.6482
H 0.6470 -0.5558 -5.1188
H -0.7668 -1.3061 -3.1593
C -0.4905 0.4930 2.8226
C -1.7018 -0.2357 2.9625
C -2.9505 0.3181 2.5715
C -4.1123 -0.3999 2.6708
C -4.0959 -1.7117 3.1746
C -2.8881 -2.2694 3.6041
C -1.7187 -1.5527 3.5013
C -5.2937 -2.4806 3.2157
N -6.2588 -3.1072 3.2270
H 0.3711 0.1731 3.4036
H -0.5552 1.5623 2.6494
H -2.9643 1.3329 2.1922
H -5.0544 0.0376 2.3682
H -2.8837 -3.2715 4.0117
H -0.7839 -1.9785 3.8463



[5]
60
Properties=species:S:1:pos:R:3 method="wB97M-V/def2-TZVPD" total_charge=-1 spin_multiplicity=2 e_above_lowest_kcal_mol=98.95 gap_ev="4.96 / 5.13" homo_ev="-4.31 / -4.48"
Ir -0.3777 -2.4725 -0.7934
O 3.2601 -1.3300 -1.8046
C 2.6650 -0.3440 -1.6063
O 1.2170 -0.4576 -1.3674
C 3.0203 1.0534 -1.5514
C 4.2864 1.5799 -1.8154
C 4.4920 2.9336 -1.6821
C 3.4522 3.7849 -1.2935
C 2.1885 3.2752 -1.0633
C 1.9833 1.9084 -1.1696
P 0.4929 0.9333 -1.0576
C -0.3144 1.2714 0.5090
C -1.6308 0.8621 0.7149
C -2.2481 1.1627 1.9168
C -1.5689 1.8720 2.8986
C -0.2520 2.2650 2.6933
C 0.3846 1.9572 1.5046
C -0.6453 1.1394 -2.4150
C -1.6442 2.1074 -2.3529
C -2.4189 2.3559 -3.4691
C -2.1947 1.6519 -4.6418
C -1.1963 0.6896 -4.7017
C -0.4119 0.4325 -3.5940
H 5.0754 0.9157 -2.1431
H 5.4662 3.3571 -1.8867
H 3.6405 4.8434 -1.1767
H 1.3700 3.9203 -0.7691
H -2.1712 0.3134 -0.0609
H -3.2709 0.8476 2.0746
H -2.0599 2.1198 3.8312
H 0.2835 2.8112 3.4594
H 1.4172 2.2395 1.3478
H -1.8326 2.6291 -1.4235
H -3.2226 3.0774 -3.4160
H -2.8127 1.8407 -5.5096
H -1.0422 0.1242 -5.6104
H 0.3482 -0.3366 -3.6358
Cl -4.0406 -4.1033 -1.0900
Si -2.2408 -3.5046 -1.8685
Cl -3.4751 -0.7371 -1.5683
Cl -2.5583 -3.1362 -3.8707
Br 2.6798 -0.7463 3.0777
C 1.0604 -1.1792 3.9666
C 1.0904 -0.9865 5.3434
C -0.0339 -1.2294 6.1092
C -1.1992 -1.6850 5.5158
C -1.2245 -1.9124 4.1541
C -0.1123 -1.6597 3.3505
C -0.3043 -1.9244 1.8796
O -1.3509 -2.4872 1.4977
O 0.5567 -1.5334 1.0466
H 2.0017 -0.6414 5.8122
H 0.0050 -1.0568 7.1776
H -2.0845 -1.8597 6.1134
H -2.1136 -2.2773 3.6573
O 0.2369 -4.6839 -0.4302
S 0.0102 -4.9687 -1.8582
O 0.5591 -6.1989 -2.3278
O 0.3659 -3.7602 -2.6381
O -1.5562 -5.0632 -1.9891



[6]
59
Properties=species:S:1:pos:R:3 method="wB97M-V/def2-TZVPD" total_charge=-1 spin_multiplicity=2 e_above_lowest_kcal_mol=9.04 gap_ev="6.51 / 6.50" homo_ev="-4.55 / -4.54"
Co -0.3831 1.2918 -2.0943
C 0.5434 -5.0221 4.3410
O 1.1148 -3.7327 4.2492
C 0.2714 -2.6744 4.4264
C -0.9484 -2.7558 5.0828
C -1.7402 -1.6187 5.1978
C -1.3569 -0.4070 4.6458
C -0.1025 -0.3311 4.0285
C 0.7002 -1.4459 3.9251
N -2.2711 0.6752 4.8269
N -2.2003 1.7576 4.1875
C -1.7977 1.8893 2.8519
C -1.3836 3.1755 2.5256
C -0.8500 3.5352 1.2993
C -0.7024 2.5750 0.2847
O -0.2257 2.8118 -0.8782
C -1.1656 1.2187 0.5952
N -1.0002 0.3205 -0.4177
C -1.4804 -0.8962 -0.2764
C -2.2420 -1.2578 0.8450
C -2.4063 -0.3704 1.8711
C -1.7810 0.8985 1.8138
H 1.2826 -5.7152 3.9472
H -0.3716 -5.0900 3.7467
H 0.3192 -5.2931 5.3769
H -1.2894 -3.6881 5.5116
H -2.6950 -1.6686 5.7075
H 0.2482 0.6119 3.6311
H 1.6661 -1.3901 3.4398
H -1.4582 3.9113 3.3188
H -0.5297 4.5486 1.0985
H -1.2647 -1.5935 -1.0749
H -2.6997 -2.2373 0.8797
H -3.0364 -0.6258 2.7105
S 1.5019 3.5213 -5.3801
C -0.1784 3.8155 -5.5190
C -0.8899 3.2014 -4.5309
C -0.0842 2.4572 -3.6121
C 1.2325 2.5586 -3.9675
C 2.2691 1.8507 -3.2288
C 3.6323 1.9015 -3.5183
C 4.5078 1.1405 -2.7711
C 4.0177 0.3528 -1.7382
C 2.6548 0.3721 -1.5029
N 1.8038 1.1008 -2.2147
H -0.5479 4.4262 -6.3291
H -1.9680 3.2752 -4.4660
H 3.9823 2.5224 -4.3326
H 5.5678 1.1533 -2.9947
H 4.6687 -0.2648 -1.1354
H 2.2132 -0.2310 -0.7178
F -0.0775 -3.4195 -5.0479
C -0.8311 -2.3658 -4.6978
F -1.2611 -1.7724 -5.8191
F -1.9088 -2.8311 -4.0393
S 0.1366 -1.2083 -3.6582
O 1.1949 -0.7822 -4.5279
O 0.5084 -1.9853 -2.4985
O -0.9089 -0.1963 -3.3762



[7]
59
Properties=species:S:1:pos:R:3 method="wB97M-V/def2-TZVPD" spin_multiplicity=5 gap_ev="5.48 / 5.55" homo_ev="-5.72 / -8.64"
Ir 1.3867 0.4724 -1.3713
S 1.9040 1.9793 -3.2601
C 1.2640 3.0910 -2.0846
N 0.7693 2.4369 -1.0301
C 0.1960 3.2257 -0.0674
C -0.7332 2.8443 0.9424
C -1.3096 3.8319 1.7360
C -1.1055 5.1740 1.4850
C -0.2290 5.5691 0.4330
C 0.4799 4.6293 -0.3112
S 1.4288 4.8004 -1.8273
H -0.9835 1.7579 1.0042
H -2.0246 3.4761 2.5403
H -1.7250 5.9265 2.0163
H -0.1572 6.6191 0.1376
Br 3.7279 -5.0128 -4.3390
C 3.1043 -3.6619 -3.2554
C 3.9681 -2.8360 -2.4574
C 3.4894 -1.6158 -2.0270
N 2.1799 -1.2200 -2.1922
C 1.3564 -2.0605 -2.8741
C 1.8145 -3.2559 -3.4222
C 0.0370 -1.5451 -3.0448
C -0.8926 -2.0411 -3.9742
C -2.1341 -1.4635 -4.0930
Br -3.5048 -2.3054 -5.1104
C -2.4676 -0.4171 -3.2630
C -1.4710 0.0464 -2.3768
N -0.2175 -0.4292 -2.3149
H 4.8964 -3.2377 -1.9544
H 4.1261 -0.8201 -1.5779
H 1.0765 -3.8223 -3.9451
H -0.7203 -2.9429 -4.6023
H -3.4276 0.1028 -3.3349
H -1.7252 0.9421 -1.8277
C -3.5771 -0.2198 4.9878
C -2.6138 -0.8543 4.0704
C -1.2213 -0.8058 4.3511
C -0.2653 -1.2349 3.3892
C -0.7114 -1.6279 2.1324
C -2.1081 -1.6799 1.9234
C -3.0308 -1.4064 2.8804
S 0.4242 -1.9094 0.7467
O 1.4081 -2.8609 1.1704
O -0.4556 -2.2214 -0.3530
N 1.1818 -0.4407 0.4071
C 2.1302 -0.1503 1.4234
C 3.2779 0.7367 0.8293
O 4.2077 0.9081 1.6180
O 3.0776 1.2402 -0.3264
H -4.1451 0.6413 4.5597
H -3.0758 0.2508 5.8766
H -4.4244 -0.8313 5.3299
H -0.8789 -0.3714 5.2609
H 0.7751 -1.1847 3.6273
H -2.4356 -2.0283 0.9290
H -4.0669 -1.4525 2.6436
H 2.5831 -1.0703 1.7875
H 1.5674 0.3354 2.3793



[8]
54
Properties=species:S:1:pos:R:3 method="wB97M-V/def2-TZVPD" spin_multiplicity=3 gap_ev="6.42 / 6.16" homo_ev="-7.65 / -7.69"
Pd -0.0410 -0.5724 -0.2658
O -3.5669 -0.2487 3.8722
C -4.3159 -0.9467 3.0082
C -5.6401 -1.0830 3.2001
C -6.4263 -1.9112 2.3187
C -5.9044 -2.5534 1.2688
C -4.4763 -2.4202 0.8728
C -3.6441 -1.5719 1.8334
C -2.1281 -1.7456 1.8547
O -1.6033 -2.7188 1.3167
N -1.5026 -0.6533 2.3179
N -0.2119 -0.5798 1.8542
C 0.7398 -0.2739 2.6503
C 2.1134 0.0367 2.3027
C 2.9677 0.3272 3.3804
C 4.2962 0.6287 3.2010
C 4.8080 0.6458 1.9006
C 3.9995 0.3692 0.8232
C 2.6356 0.0559 0.9858
O 1.9363 -0.1784 -0.1025
H -2.6511 -0.1699 3.4999
H -6.0940 -0.6042 4.0564
H -7.4781 -2.0391 2.5436
H -6.5182 -3.2174 0.6733
H -4.8543 -4.1569 -0.2268
H 0.4838 -0.2375 3.7086
H 2.5504 0.3065 4.3808
H 4.9306 0.8464 4.0486
H 5.8519 0.8814 1.7342
H 4.3851 0.3817 -0.1879
Br 0.5214 6.8816 0.4825
C -0.0758 5.1078 0.2230
C 0.7971 4.0547 0.4317
C 0.3543 2.7567 0.2341
C -0.9562 2.5158 -0.1495
C -1.8169 3.5847 -0.3822
C -1.3799 4.8833 -0.1928
N -1.3629 1.1573 -0.3090
C -2.5744 0.8035 -0.2025
C -2.9465 -0.6303 -0.3961
C -4.0865 -1.0352 0.4280
C -3.9623 -3.6739 0.1887
C -3.0014 -3.6238 -0.9429
C -2.3006 -2.6454 -1.5083
N -2.1529 -1.2909 -1.1520
H 1.8157 4.2406 0.7416
H 1.0301 1.9243 0.3731
H -2.8244 3.4188 -0.7397
H -2.0435 5.7161 -0.3770
H -3.3574 1.5119 0.0607
H -4.8688 -0.2857 0.4970
H -3.5815 -4.3762 0.9346
H -2.8515 -4.5962 -1.4030
H -1.6665 -2.9070 -2.3455



Taking the records one at a time from the top gives E_tot values of -12526.63351 -6095.71338 -6352.21703 -2833.51529 -6691.69979 -4075.63076 -7968.94778 -4148.67479 Eh.